Entry from the OMol25 dataset: a 3-piece molecular cluster, C30H75N7O9P3 overall at a distorted geometry (ωB97M-V with the def2-TZVPD basis set).

Each atom is followed by the atoms it is bonded to, with distances in Å.
Positions of all 124 atoms, in Å:
1 C 2.5475 0.3862 0.9670  C2 1.531, H28 1.090, H29 1.092, H30 1.088
2 C 1.6235 0.6180 2.1659  C1 1.531, O3 1.199, O4 1.370
3 O 1.7169 -0.0770 3.1387  C2 1.199
4 O 0.7175 1.6399 2.0576  C2 1.370, C5 1.466
5 C -0.5170 1.0646 1.5155  O4 1.466, C6 1.540, H31 1.093, H32 1.092
6 C -1.1093 1.9633 0.4144  C5 1.540, C7 1.553, H33 1.096, H34 1.093
7 C -0.7090 1.3082 -0.9358  C6 1.553, C8 1.521, H35 1.094, H36 1.090
8 C -0.6447 2.2538 -2.1256  C7 1.521, C9 1.535, H37 1.102, H38 1.094
9 C -2.0121 2.5146 -2.7728  C8 1.535, C10 1.548, H39 1.097, H40 1.096
10 C -2.6544 1.2407 -3.3730  C9 1.548, C11 1.537, H41 1.088, H42 1.097
11 C -1.9952 0.9005 -4.7194  C10 1.537, C12 1.544, H43 1.104, H44 1.099
12 C -2.1217 -0.5738 -5.1594  C11 1.544, P13 1.923, H45 1.095, H46 1.099
13 P -1.2655 -1.8895 -4.0489  C12 1.923, C14 1.914, O19 1.791, O27 1.751, H47 1.448, H48 1.461
14 C 0.5275 -1.5087 -4.5989  P13 1.914, C15 1.532, H49 1.098, H50 1.096
15 C 1.4227 -0.9172 -3.5058  C14 1.532, O16 1.420, C17 1.587, H51 1.090
16 O 2.0181 -1.9171 -2.6925  C15 1.420, H52 0.964
17 C 2.6072 -0.1024 -4.1775  C15 1.587, N18 1.476, H53 1.105, H54 1.092
18 N 3.9397 -0.5902 -3.7704  C17 1.476, H55 1.014, H56 1.017
19 O -2.8490 -2.1679 -3.2599  P13 1.791, C20 1.405
20 C -2.5344 -2.6756 -1.9886  O19 1.405, C21 1.551, H57 1.102, H58 1.096
21 C -1.5792 -3.8604 -2.2884  C20 1.551, O22 1.415, O27 1.415, H59 1.104
22 O -0.6890 -4.3001 -1.2799  C21 1.415, C23 1.410
23 C -1.3323 -4.7528 -0.1101  O22 1.410, C24 1.549, H60 1.098, H61 1.103
24 C -0.4746 -4.2814 1.0905  C23 1.549, C25 1.534, O26 1.432, H62 1.094
25 C -0.6733 -2.7900 1.3918  C24 1.534, H63 1.096, H64 1.091, H65 1.092
26 O 0.8822 -4.5324 0.7091  C24 1.432, H66 0.962
27 O -0.6896 -3.3430 -3.2595  P13 1.751, C21 1.415
28 H 2.4626 -0.6471 0.6292  C1 1.090
29 H 3.5629 0.5282 1.3425  C1 1.092
30 H 2.3067 1.1047 0.1858  C1 1.088
31 H -1.2171 0.8922 2.3365  C5 1.093
32 H -0.2373 0.1179 1.0477  C5 1.092
33 H -2.1937 1.9175 0.5662  C6 1.096
34 H -0.7910 3.0035 0.5151  C6 1.093
35 H 0.3019 0.9215 -0.7781  C7 1.094
36 H -1.4236 0.5010 -1.0983  C7 1.090
37 H -0.2745 3.2168 -1.7396  C8 1.102
38 H 0.1059 1.9211 -2.8487  C8 1.094
39 H -2.6976 2.9115 -2.0136  C9 1.097
40 H -1.8569 3.2507 -3.5700  C9 1.096
41 H -2.6459 0.4192 -2.6590  C10 1.088
42 H -3.7007 1.5009 -3.5744  C10 1.097
43 H -2.5202 1.5060 -5.4781  C11 1.104
44 H -0.9487 1.2307 -4.7797  C11 1.099
45 H -3.1792 -0.8544 -5.2100  C12 1.095
46 H -1.7075 -0.6921 -6.1704  C12 1.099
47 H -1.0231 -1.0155 -2.9204  P13 1.448
48 H -1.5230 -2.7808 -5.1782  P13 1.461
49 H 0.9784 -2.4697 -4.8808  C14 1.098
50 H 0.4701 -0.8561 -5.4774  C14 1.096
51 H 0.9177 -0.2167 -2.8402  C15 1.090
52 H 2.4033 -2.5823 -3.2740  O16 0.964
53 H 2.5324 0.9598 -3.8809  C17 1.105
54 H 2.5420 -0.1209 -5.2677  C17 1.092
55 H 4.1296 -0.3218 -2.8110  N18 1.014
56 H 4.6283 -0.0782 -4.3155  N18 1.017
57 H -3.4783 -3.1316 -1.6481  C20 1.102
58 H -2.1487 -1.9364 -1.2765  C20 1.096
59 H -2.1070 -4.6413 -2.8625  C21 1.104
60 H -2.3762 -4.4243 -0.0275  C23 1.098
61 H -1.3535 -5.8554 -0.0822  C23 1.103
62 H -0.6375 -4.9242 1.9604  C24 1.094
63 H -1.0998 -2.6675 2.3943  C25 1.096
64 H 0.2556 -2.2180 1.3659  C25 1.091
65 H -1.3845 -2.3301 0.7021  C25 1.092
66 H 1.2977 -3.7058 0.4451  O26 0.962
67 O 6.9220 -3.8194 0.3047  P68 1.504
68 P 6.6509 -3.4602 1.7400  O67 1.504, N69 1.741, N72 1.721, N75 1.756
69 N 7.9462 -4.3589 2.4787  P68 1.741, C70 1.450, C71 1.463
70 C 7.9112 -4.9074 3.8202  N69 1.450, H78 1.100, H79 1.093, H80 1.086
71 C 9.2753 -3.8508 2.1395  N69 1.463, H81 1.099, H82 1.091, H83 1.091
72 N 5.1361 -4.2628 1.8920  P68 1.721, C73 1.453, C74 1.465
73 C 4.7696 -5.0866 3.0319  N72 1.453, H84 1.098, H85 1.093, H86 1.090
74 C 4.6062 -4.8910 0.6797  N72 1.465, H87 1.097, H88 1.085, H89 1.092
75 N 6.3000 -2.5121 3.1759  P68 1.756, C76 1.495, C77 1.481
76 C 5.1035 -1.6400 2.9719  N75 1.495, H90 1.095, H91 1.091, H92 1.085
77 C 7.3634 -1.5607 3.5717  N75 1.481, H93 1.094, H94 1.088, H95 1.090
78 H 7.8622 -4.1685 4.6330  C70 1.100
79 H 8.8098 -5.5015 4.0059  C70 1.093
80 H 7.0742 -5.5873 3.9517  C70 1.086
81 H 9.4734 -2.8383 2.5178  C71 1.099
82 H 9.3910 -3.8028 1.0554  C71 1.091
83 H 10.0593 -4.5006 2.5300  C71 1.091
84 H 5.2979 -6.0486 3.0208  C73 1.098
85 H 3.6995 -5.3065 3.0043  C73 1.093
86 H 4.9478 -4.5782 3.9798  C73 1.090
87 H 5.1515 -5.8073 0.4227  C74 1.097
88 H 4.6336 -4.2136 -0.1678  C74 1.085
89 H 3.5553 -5.1527 0.8185  C74 1.092
90 H 5.2626 -0.9372 2.1481  C76 1.095
91 H 4.8998 -1.0649 3.8760  C76 1.091
92 H 4.2028 -2.2065 2.7603  C76 1.085
93 H 7.6790 -0.9210 2.7429  C77 1.094
94 H 8.2430 -2.0599 3.9738  C77 1.088
95 H 7.0095 -0.9263 4.3844  C77 1.090
96 O -4.7807 4.0884 -0.3444  P97 1.509
97 P -5.4481 4.6107 0.9041  O96 1.509, N98 1.743, N101 1.736, N104 1.759
98 N -6.8913 5.2128 0.1351  P97 1.743, C99 1.451, C100 1.465
99 C -7.6320 6.3876 0.5542  N98 1.451, H107 1.099, H108 1.093, H109 1.085
100 C -7.7893 4.1500 -0.3231  N98 1.465, H110 1.099, H111 1.091, H112 1.090
101 N -4.2938 5.8907 1.1137  P97 1.736, C102 1.454, C103 1.462
102 C -4.6571 7.2747 1.3697  N101 1.454, H113 1.097, H114 1.094, H115 1.090
103 C -3.1400 5.8820 0.2157  N101 1.462, H116 1.096, H117 1.085, H118 1.094
104 N -6.0349 4.9364 2.5301  P97 1.759, C105 1.495, C106 1.483
105 C -4.9843 4.6395 3.5519  N104 1.495, H119 1.094, H120 1.091, H121 1.085
106 C -7.1804 4.1024 2.9670  N104 1.483, H122 1.093, H123 1.088, H124 1.090
107 H -8.1040 6.3229 1.5449  C99 1.099
108 H -8.4405 6.5907 -0.1521  C99 1.093
109 H -7.0082 7.2757 0.5524  C99 1.085
110 H -8.2136 3.5467 0.4914  C100 1.099
111 H -7.2488 3.4573 -0.9707  C100 1.091
112 H -8.6246 4.5558 -0.8936  C100 1.090
113 H -5.0571 7.7597 0.4710  C102 1.097
114 H -3.7750 7.8443 1.6759  C102 1.094
115 H -5.3716 7.3665 2.1873  C102 1.090
116 H -3.4085 6.1910 -0.8011  C103 1.096
117 H -2.6700 4.9045 0.1742  C103 1.085
118 H -2.3717 6.5695 0.5823  C103 1.094
119 H -4.6823 3.5883 3.5220  C105 1.094
120 H -5.3653 4.8546 4.5512  C105 1.091
121 H -4.0972 5.2489 3.4132  C105 1.085
122 H -6.9974 3.0350 2.8199  C106 1.093
123 H -8.1060 4.3646 2.4590  C106 1.088
124 H -7.3850 4.2772 4.0232  C106 1.090

Results
- Kohn-Sham gap: 0.1986 Ha
- Total charge: -1
- E_tot: -89047.343 eV

Löwdin atomic charge list, values in e, 2 entries: 0.028, -0.537